A | This record from OMol25 describes the ion C5H11O with charge -1. The level of theory is ωB97M-V with the def2-TZVPD basis set.

Each atom is followed by the atoms it is bonded to, with distances in Å.
Atoms and positions in Å:
1 C 0.914 -0.995 -1.290  C2 1.548, H7 1.026, H8 1.188, H9 1.130
2 C 0.360 -0.118 -0.141  C1 1.548, C3 1.590, C4 1.482, H10 1.031
3 C 0.789 1.384 -0.442  C2 1.590, H11 1.117, H12 1.105, H13 1.058
4 C -1.066 -0.340 0.198  C2 1.482, C5 1.595, H14 1.095, H15 1.167
5 C -1.047 -0.129 1.779  C4 1.595, O6 1.292, H16 1.283, H17 1.270
6 O -0.293 -0.971 2.406  C5 1.292
7 H 1.923 -0.954 -1.106  C1 1.026
8 H 0.779 -0.502 -2.362  C1 1.188
9 H 0.645 -2.091 -1.236  C1 1.130
10 H 0.961 -0.442 0.631  C2 1.031
11 H 0.059 1.598 -1.259  C3 1.117
12 H 0.486 2.094 0.348  C3 1.105
13 H 1.722 1.463 -0.934  C3 1.058
14 H -1.490 -1.299 -0.119  C4 1.095
15 H -1.848 0.288 -0.400  C4 1.167
16 H -0.618 1.079 1.842  C5 1.283
17 H -2.277 -0.066 2.085  C5 1.270

SMILES	CC(C)CC[O-]
LUMO	4.06	eV
HOMO energy	-2.47	eV
multiplicity	1
total charge	-1


B | This record from OMol25 describes the ion C5H11O with charge -1. The level of theory is ωB97M-V with the def2-TZVPD basis set.

Each atom is followed by the atoms it is bonded to, with distances in Å.
Atoms and positions in Å:
1 C 1.098 -0.162 -2.022  C2 1.543, H7 1.087, H8 1.091, H9 1.088
2 C -0.316 -0.422 -1.461  C1 1.543, C3 1.520, H10 1.098, H11 1.093
3 C -0.450 -0.552 0.047  C2 1.520, C4 1.512, H12 1.102, H13 1.105
4 C 0.004 0.607 0.905  C3 1.512, C5 1.573, H14 1.093, H15 1.103
5 C -0.422 0.530 2.418  C4 1.573, O6 1.320, H16 1.143, H17 1.148
6 O -0.460 1.678 3.067  C5 1.320
7 H 1.303 0.888 -2.214  C1 1.087
8 H 1.854 -0.508 -1.317  C1 1.091
9 H 1.163 -0.760 -2.929  C1 1.088
10 H -0.769 -1.273 -1.987  C2 1.098
11 H -1.024 0.358 -1.753  C2 1.093
12 H 0.042 -1.477 0.391  C3 1.102
13 H -1.467 -0.873 0.334  C3 1.105
14 H -0.418 1.557 0.569  C4 1.093
15 H 1.099 0.689 0.803  C4 1.103
16 H -1.464 0.064 2.368  C5 1.143
17 H 0.228 -0.343 2.782  C5 1.148

SMILES	CCCCC[O-]
LUMO	3.79	eV
HOMO energy	-2.10	eV
multiplicity	1
total charge	-1


Of all the structures shown, which is most stable? B, and A is the least stable.